No. 1
C15H27FN2O6S | wB97M-V/def2-TZVPD

Atoms and positions in Å:
C (4.9554, 0.9623, 0.8122)
C (5.4880, 2.0246, -0.1309)
C (4.4825, 3.1333, -0.5016)
C (3.0058, 2.7289, -0.4657)
C (2.2657, 3.2791, -1.6796)
O (1.1157, 2.4639, -1.9887)
C (0.0307, 2.7299, -1.2762)
O (-0.0621, 3.5407, -0.3794)
N (-1.0578, 1.9103, -1.6596)
C (-1.9949, 1.7103, -0.5467)
S (-3.4701, 0.8171, -1.1091)
C (-4.7075, 1.5297, 0.0101)
C (-6.0102, 0.7270, -0.1330)
C (-0.6627, 0.7362, -2.3651)
O (-0.4183, 0.7372, -3.5522)
N (-0.6000, -0.4732, -1.6104)
C (0.5166, -0.6115, -0.7759)
O (1.5245, -1.2453, -1.0193)
F (0.3639, 0.0178, 0.3950)
H (4.3012, 0.2874, 0.2718)
H (5.7497, 0.3493, 1.2083)
H (4.3629, 1.3784, 1.6147)
H (5.9013, 1.5736, -1.0216)
H (6.3265, 2.5077, 0.3573)
H (4.7270, 3.4620, -1.5045)
H (4.6686, 3.9848, 0.1350)
H (2.5372, 3.1725, 0.3986)
H (2.8649, 1.6598, -0.4952)
H (1.9723, 4.3095, -1.5443)
H (2.8784, 3.2199, -2.5643)
H (-1.5265, 1.2087, 0.2859)
H (-2.3318, 2.6667, -0.1874)
H (-4.8361, 2.5682, -0.2482)
H (-4.3515, 1.4474, 1.0249)
H (-5.8394, -0.1507, -0.7385)
H (-6.7497, 1.3375, -0.6258)
H (-6.3750, 0.4481, 0.8404)
H (-0.6016, -1.2584, -2.2428)
O (-3.7625, -5.5104, 2.2383)
C (-2.7481, -4.8923, 2.1013)
O (-2.3558, -4.5598, 0.8555)
C (-1.2628, -3.6806, 0.5951)
C (0.0641, -4.4114, 0.5773)
C (-1.8667, -4.5362, 3.2766)
H (-1.2655, -2.8426, 1.2944)
H (-1.4670, -3.2658, -0.3915)
H (0.2927, -4.8521, 1.5475)
H (0.8726, -3.7290, 0.3113)
H (0.0356, -5.2213, -0.1511)
H (-1.2126, -5.3803, 3.4891)
H (-2.5061, -4.3645, 4.1379)
H (-1.2615, -3.6446, 3.1298)

Cartesian forces (eV/Å) of the 6 atoms listed first:
-0.3 -0.2 -0.6
0.0 0.4 0.5
0.2 -0.6 -0.1
0.0 0.9 -0.7
0.3 -0.3 0.1
-0.1 0.3 0.0

Output
Charge: 0
E_tot in Ha: -1646.77928

Results of the Löwdin charge analysis, in e, for atoms 1 through 6: atom 1 (C): -0.11, atom 2 (C): -0.25, atom 3 (C): -0.19, atom 4 (C): -0.16, atom 5 (C): -0.13, atom 6 (O): 0.03

No. 2
C15H27N5O6Rh | wB97M-V/def2-TZVPD

Atoms and positions in Å:
O (-1.9970, -0.8300, -3.9763)
H (-1.5418, -0.8864, -4.8881)
Rh (0.2755, -0.5339, -0.7422)
N (-1.4577, 0.3079, -1.2386)
N (0.8806, 1.1147, -1.7181)
N (-0.3675, -1.9671, 0.4789)
N (1.9637, -0.9951, 0.1212)
O (-2.5313, -0.0736, -0.7406)
O (-1.6097, -2.4898, 0.5239)
O (3.1388, -0.3946, -0.1242)
O (2.1151, 1.4802, -1.7807)
C (-0.0808, 1.7335, -2.4491)
C (-1.3870, 1.3291, -2.1374)
C (0.5829, -2.5581, 1.2054)
C (1.9103, -2.0009, 1.0024)
C (-2.6243, 1.8753, -2.7079)
H (-3.2124, 1.0947, -3.1937)
H (-2.3928, 2.6404, -3.4454)
H (-3.2120, 2.3595, -1.9282)
C (0.3387, 2.7343, -3.4325)
H (0.9606, 2.3092, -4.2303)
H (0.9013, 3.5476, -2.9669)
H (-0.5287, 3.1750, -3.9155)
C (0.2547, -3.5672, 2.2722)
C (3.1189, -2.4185, 1.7906)
H (-0.7237, -4.0439, 2.1421)
H (0.2336, -3.0973, 3.2687)
H (1.0053, -4.3641, 2.3395)
H (3.9367, -1.6878, 1.7201)
H (3.5273, -3.3865, 1.4480)
H (2.8735, -2.5498, 2.8591)
H (-2.1880, -1.8169, 0.0575)
H (2.8716, 0.3368, -0.8061)
C (0.6045, -1.6631, -2.3190)
H (-0.2975, -1.5323, -2.8661)
H (0.7521, -2.7042, -2.0317)
H (1.4337, -1.1920, -2.8455)
O (-3.3314, -2.4426, -2.1344)
H (-3.3439, -1.9289, -2.9677)
H (-2.4986, -2.9466, -2.2417)
C (0.1448, 3.0099, 4.7806)
C (0.1206, 2.2563, 3.4825)
C (-0.8994, 1.3506, 3.1886)
C (-0.8827, 0.6788, 1.9737)
N (0.1252, 0.8236, 1.1006)
C (1.0852, 1.7258, 1.3512)
C (1.1322, 2.4303, 2.5408)
H (-0.7659, 3.6195, 4.8781)
H (0.1751, 2.3065, 5.6266)
H (1.0264, 3.6660, 4.8309)
H (-1.7160, 1.1516, 3.8708)
H (-1.7021, 0.0101, 1.7040)
H (1.8360, 1.8988, 0.5756)
H (1.9675, 3.1055, 2.6941)

Cartesian forces (eV/Å) of the 6 atoms listed first:
0.9 -0.1 -2.0
-0.9 0.1 1.6
-1.0 2.2 0.3
1.2 -0.6 1.0
1.3 -1.3 0.6
1.4 -1.3 0.3

Output
2S+1: 5
Relative energy (zero: lowest compared OMol25 entry of this formula, charge and spin) in kcal per mole: 0.00
<S²>: 6.0373
Charge: +1
E_tot in Ha: -1422.95225

Results of the Löwdin charge analysis, in e, for atoms 1 through 6: atom 1 (O): 0.01, atom 2 (H): 0.10, atom 3 (Rh): 1.28, atom 4 (N): -0.23, atom 5 (N): -0.22, atom 6 (N): -0.14

No. 3
C15H27O12Pb | wB97M-V/def2-TZVPD

Atoms and positions in Å:
Pb (-17.2800, 11.1767, 5.3054)
C (-14.3578, 8.7057, 5.4972)
O (-15.0997, 9.8844, 5.4023)
H (-14.1289, 8.1933, 4.5628)
H (-13.3361, 8.8289, 5.8563)
H (-14.7729, 8.0322, 6.2470)
C (-16.9989, 13.9145, 7.5352)
O (-16.7497, 13.6974, 6.1606)
H (-16.8824, 12.9499, 8.0293)
H (-16.2135, 14.5309, 7.9725)
H (-17.9493, 14.3932, 7.7710)
C (-20.4081, 11.5968, 3.9172)
O (-19.7019, 12.2062, 4.9823)
H (-20.2202, 10.5233, 3.8970)
H (-21.4431, 11.3650, 4.1686)
H (-20.1760, 11.9045, 2.8977)
C (-16.3791, 5.2040, 5.0307)
C (-17.8261, 5.6156, 5.2076)
C (-18.2911, 6.0402, 6.5997)
O (-18.6071, 7.3782, 6.6066)
C (-18.5060, 7.8266, 5.3834)
O (-18.6118, 8.9909, 5.0064)
O (-18.0854, 6.8021, 4.5630)
H (-15.8348, 5.6621, 5.8565)
H (-16.0134, 5.3912, 4.0211)
H (-16.2824, 4.1416, 5.2543)
H (-18.5896, 4.9216, 4.8561)
H (-17.5187, 5.8443, 7.3435)
H (-19.1430, 5.3942, 6.8121)
C (-18.9826, 15.8602, 1.2281)
C (-18.2870, 14.5712, 0.7345)
C (-16.7894, 14.7133, 0.4569)
O (-16.1995, 13.6227, 1.2302)
C (-17.1087, 13.0582, 1.9934)
O (-17.0026, 12.1148, 2.7968)
O (-18.2781, 13.6868, 1.8606)
H (-20.0271, 15.7589, 1.5228)
H (-19.0701, 16.4530, 0.3175)
H (-18.4041, 16.5798, 1.8074)
H (-18.8594, 14.0986, -0.0638)
H (-16.5005, 15.7456, 0.6541)
H (-16.5780, 14.4454, -0.5784)
C (-15.0459, 7.9298, 10.7957)
C (-16.4976, 8.3802, 10.3629)
C (-17.1171, 9.5390, 11.0965)
O (-17.7715, 10.2312, 10.0413)
C (-17.3396, 9.7273, 8.8414)
O (-17.7110, 10.1329, 7.7618)
O (-16.5028, 8.7851, 9.0419)
H (-14.2362, 8.6230, 10.5676)
H (-14.8118, 7.0021, 10.2735)
H (-14.9401, 7.9579, 11.8802)
H (-17.0763, 7.4675, 10.5055)
H (-16.4704, 10.1612, 11.7150)
H (-17.8425, 9.2019, 11.8370)

Cartesian forces (eV/Å) of the 6 atoms listed first:
0.0 2.5 0.3
-0.4 1.6 0.3
0.1 -0.8 -0.2
-0.7 -0.5 -0.6
0.7 0.6 0.5
-0.4 -0.8 0.1

Output
Relative energy (zero: lowest compared OMol25 entry of this formula, charge and spin) in kcal per mole: 64.12
Charge: -1
E_tot in Ha: -1683.34386

Results of the Löwdin charge analysis, in e, for atoms 1 through 6: atom 1 (Pb): 1.64, atom 2 (C): -0.38, atom 3 (O): -0.55, atom 4 (H): 0.04, atom 5 (H): 0.03, atom 6 (H): 0.03

No. 4
C15H28Al2Br4Cl3F11N4O8PSV | wB97M-V/def2-TZVPD

Atoms and positions in Å:
N (-1.5856, -0.9391, -1.1086)
C (-2.6150, -1.9194, -1.6241)
N (-2.3046, -3.2673, -1.0657)
N (-3.9496, -1.3718, -1.2586)
C (-2.4889, -1.8550, -3.2423)
P (-0.5958, -1.8276, -3.5726)
C (-0.2116, -0.0544, -4.1673)
C (1.2777, 0.3088, -3.6629)
C (1.2642, 0.5323, -2.0752)
Cl (0.2988, 2.0648, -1.6208)
N (-0.1657, -3.0133, -4.8387)
C (1.0666, -3.3818, -4.7070)
O (2.1781, -3.6926, -4.2696)
H (-2.0145, -0.3237, -0.4031)
H (-0.7950, -1.4798, -0.7285)
H (-3.0928, -3.9282, -1.1380)
H (-2.1527, -3.1336, -0.0495)
H (-4.6673, -1.6380, -1.9480)
H (-4.2147, -1.6903, -0.3167)
H (-3.0289, -2.7103, -3.7721)
H (-2.8855, -0.8125, -3.5461)
H (-1.0086, 0.6525, -3.7198)
H (-0.3044, -0.0145, -5.3105)
H (2.0416, -0.5292, -3.8871)
H (1.6090, 1.2478, -4.2452)
H (0.8909, -0.4028, -1.5258)
H (2.3432, 0.7594, -1.7385)
O (-2.4587, -2.6875, 2.1839)
V (-2.7605, -3.2387, 3.7692)
C (-2.6336, -6.8731, -5.9953)
C (-3.2841, -5.6189, -5.4471)
O (-3.4245, -5.7205, -4.0348)
H (-3.2326, -7.7540, -5.7506)
H (-2.5219, -6.8127, -7.0803)
H (-1.6468, -7.0242, -5.5479)
H (-4.2774, -5.4835, -5.8802)
H (-2.6839, -4.7324, -5.6765)
H (-2.5391, -5.8311, -3.6615)
F (-0.4956, -4.1253, 0.4157)
C (-0.9265, 2.4829, 1.2621)
C (-1.4142, 1.2500, 2.0024)
O (-1.1565, 1.3542, 3.4227)
C (-2.0530, 2.0950, 4.1388)
O (-3.0019, 2.6475, 3.6598)
C (-1.7016, 2.0799, 5.6281)
F (-0.3691, 2.2803, 5.8570)
F (-2.0084, 0.9008, 6.2014)
F (-2.3491, 3.0218, 6.3254)
H (0.1299, 2.6764, 1.4673)
H (-1.0610, 2.3565, 0.1849)
H (-1.4799, 3.3702, 1.5820)
H (-0.8713, 0.3685, 1.6518)
H (-2.4765, 1.0714, 1.8159)
C (4.4114, 0.2852, 0.7578)
Br (5.6370, -0.1533, 2.1923)
Br (2.8627, 1.2597, 1.4058)
Br (5.2957, 1.2266, -0.6879)
H (4.0469, -0.6567, 0.3503)
F (6.2240, 4.8980, 0.7598)
Al (4.8849, 5.1646, 1.8867)
F (5.1312, 4.1900, 3.3442)
F (3.3573, 4.6972, 1.1140)
F (4.8168, 6.8878, 2.3290)
Al (0.8551, 2.1525, 4.0742)
C (0.8335, -2.7968, 5.7178)
F (1.7682, -3.1365, 6.6319)
F (0.1584, -3.9411, 5.4293)
F (-0.0538, -1.9940, 6.3690)
S (1.5613, -1.9896, 4.2080)
O (2.4680, -2.9753, 3.6477)
O (2.2347, -0.7913, 4.7023)
O (0.4130, -1.6956, 3.3442)
C (2.9588, 10.1412, 2.0763)
Cl (4.3265, 9.7939, 0.9571)
Cl (2.1126, 8.6684, 2.4730)
H (3.3570, 10.5854, 2.9885)
H (2.2699, 10.8346, 1.5956)
Br (5.8778, 9.7114, -0.6188)

Cartesian forces (eV/Å) of the 6 atoms listed first:
-0.8 -1.2 0.4
0.4 1.3 -1.2
-0.7 0.6 1.2
0.5 -0.9 -0.1
-0.1 0.3 -0.1
0.2 0.4 1.5

Output
2S+1: 2
<S²>: 0.7627
Charge: +1
E_tot in Ha: -16352.34961

Results of the Löwdin charge analysis, in e, for atoms 1 through 6: atom 1 (N): 0.04, atom 2 (C): -0.66, atom 3 (N): 0.11, atom 4 (N): 0.06, atom 5 (C): -0.26, atom 6 (P): 0.97

No. 5
C15H28Cl2N5O2 | wB97M-V/def2-TZVPD

Atoms and positions in Å:
C (4.4754, 0.3262, 0.2482)
C (3.6992, 1.5666, -0.1282)
Cl (4.8184, 2.7719, -0.8006)
C (2.5833, 1.3554, -1.1465)
Cl (3.1353, 0.8021, -2.7251)
N (1.4914, 0.5618, -0.6046)
C (1.3423, -0.7418, -0.5905)
N (2.1793, -1.5899, -1.1881)
N (0.2066, -1.3255, -0.0162)
C (-0.0151, -0.9479, 1.4115)
C (-1.4597, -0.5988, 1.6371)
O (-1.6827, 0.7561, 1.2381)
C (-2.5551, 0.9281, 0.2042)
O (-3.0665, 2.0017, -0.0332)
H (5.3310, 0.5922, 0.8442)
H (3.8497, -0.3656, 0.8017)
H (4.8534, -0.1689, -0.6399)
H (3.2581, 2.0243, 0.7465)
H (2.1702, 2.3356, -1.3284)
H (0.7618, 1.0812, -0.1420)
H (2.1175, -2.5072, -0.7649)
H (3.1545, -1.3342, -1.2921)
H (-0.5777, -1.0269, -0.5897)
H (0.5666, -0.0802, 1.7017)
H (0.2735, -1.7784, 2.0369)
H (-1.6651, -0.6806, 2.6966)
H (-2.1215, -1.2839, 1.1234)
H (-2.7327, 0.0489, -0.4314)
C (-0.8179, -1.7798, -6.3421)
C (0.4514, -1.5447, -5.5314)
C (0.5210, -2.4112, -4.2680)
C (-0.5389, -2.0845, -3.3155)
N (-1.3524, -1.7910, -2.5607)
H (-1.7093, -1.5093, -5.7746)
H (-0.8069, -1.1768, -7.2483)
H (-0.9063, -2.8264, -6.6364)
H (0.5240, -0.4902, -5.2583)
H (1.3224, -1.7738, -6.1465)
H (1.4826, -2.2711, -3.7721)
H (0.4471, -3.4677, -4.5303)
C (-2.5894, 2.5732, 3.8557)
C (-3.5413, 1.8346, 4.7866)
C (-2.8195, 1.3176, 6.0329)
C (-1.8063, 0.3375, 5.6430)
N (-0.9921, -0.4041, 5.3206)
H (-1.7940, 1.9092, 3.5173)
H (-3.1155, 2.9348, 2.9729)
H (-2.1322, 3.4319, 4.3502)
H (-3.9925, 0.9922, 4.2587)
H (-4.3576, 2.4921, 5.0856)
H (-3.5244, 0.8480, 6.7199)
H (-2.3435, 2.1373, 6.5721)

Cartesian forces (eV/Å) of the 6 atoms listed first:
-0.3 -0.1 -0.2
0.6 -0.3 -0.3
0.0 0.2 0.0
0.0 0.7 0.1
0.0 -0.2 -0.2
0.2 -0.2 0.0

Output
Relative energy (zero: lowest compared OMol25 entry of this formula, charge and spin) in kcal per mole: 0.00
Charge: +1
E_tot in Ha: -1932.77334

Results of the Löwdin charge analysis, in e, for atoms 1 through 6: atom 1 (C): -0.12, atom 2 (C): -0.75, atom 3 (Cl): 0.68, atom 4 (C): -0.70, atom 5 (Cl): 0.73, atom 6 (N): 0.13

No. 6
C15H28ClIN3O3S | wB97M-V/def2-TZVPD

Atoms and positions in Å:
C (0.6624, 4.8030, 0.6922)
C (0.7275, 3.6820, -0.0766)
C (-0.3597, 3.3187, -1.0595)
N (-0.0049, 2.0474, -1.7583)
C (-0.1891, 0.9129, -1.0324)
N (0.5759, -0.1348, -1.2282)
C (0.4182, -1.4394, -0.5767)
C (1.5817, -1.7370, 0.3723)
C (2.9628, -1.7472, -0.3058)
C (4.0616, -1.1102, 0.5797)
C (5.3620, -1.9403, 0.5980)
C (6.2116, -1.5555, 1.8105)
N (-1.2537, 0.8896, -0.1591)
I (-0.6466, 0.9576, 1.8197)
C (-2.1991, 1.9487, -0.5353)
C (-3.5034, 1.9212, 0.2343)
C (-4.4553, 0.7961, -0.1920)
C (-3.8025, -0.5933, -0.2407)
C (-4.7432, -1.7340, 0.1408)
S (-3.8830, -3.2843, -0.0231)
O (-2.6193, -3.1760, 0.6428)
O (-4.7486, -4.3404, 0.3769)
Cl (-3.5959, -3.4328, -2.0325)
O (-1.6054, 3.2217, -0.4018)
H (0.6056, 4.7357, 1.7746)
H (0.6923, 5.7903, 0.2353)
H (1.5713, 2.9963, 0.0302)
H (-0.4282, 4.1004, -1.8253)
H (0.9507, 2.1089, -2.0931)
H (1.3142, -0.0412, -1.9113)
H (-0.5351, -1.5021, -0.0577)
H (0.4150, -2.2135, -1.3465)
H (1.3906, -2.6865, 0.8721)
H (1.5779, -0.9738, 1.1521)
H (3.2430, -2.7696, -0.5585)
H (2.9494, -1.1854, -1.2452)
H (4.3375, -0.1477, 0.1423)
H (3.7058, -0.9466, 1.5984)
H (5.1277, -3.0052, 0.5941)
H (5.9047, -1.6782, -0.3124)
H (7.2349, -1.9121, 1.7173)
H (5.7699, -1.9438, 2.7294)
H (6.2064, -0.4673, 1.9062)
H (-2.4420, 1.7679, -1.5897)
H (-3.3555, 1.9055, 1.3142)
H (-3.9878, 2.8728, 0.0088)
H (-5.2524, 0.7619, 0.5559)
H (-4.9583, 1.0106, -1.1357)
H (-2.9353, -0.6634, 0.4116)
H (-3.4313, -0.7627, -1.2547)
H (-5.0352, -1.6590, 1.1871)
H (-5.5896, -1.7659, -0.5446)

Cartesian forces (eV/Å) of the 6 atoms listed first:
0.1 -0.1 -0.5
0.0 0.0 0.4
1.2 1.4 -1.5
0.2 -0.2 0.8
0.3 0.1 -0.1
-0.4 0.1 0.2

Output
Charge: +1
E_tot in Ha: -2134.06025

Results of the Löwdin charge analysis, in e, for atoms 1 through 6: atom 1 (C): 0.07, atom 2 (C): -0.14, atom 3 (C): -0.31, atom 4 (N): 0.16, atom 5 (C): -0.43, atom 6 (N): 0.13